Run w
A 3-piece molecular cluster, C3H10NO overall, computed with the ωB97M-V functional and the def2-TZVPD basis.

Last columns: bonded neighbours and bond lengths (Å).
Geometry (Å):
1 C 0.97 -1.21 0.44  C2 1.501, H5 1.084, H6 1.103, H7 1.090
2 C 1.30 0.20 0.05  C1 1.501, C3 1.341, N4 1.386
3 C 1.76 1.10 0.93  C2 1.341, H8 1.082, H9 1.080
4 N 1.13 0.49 -1.30  C2 1.386, H10 1.012, H11 0.996
5 H 1.40 -1.51 1.39  C1 1.084
6 H -0.13 -1.22 0.53  C1 1.103
7 H 1.20 -1.90 -0.37  C1 1.090
8 H 1.96 2.12 0.64  C3 1.082
9 H 1.93 0.83 1.96  C3 1.080
10 H 0.35 0.02 -1.74  N4 1.012
11 H 1.18 1.45 -1.56  N4 0.996
12 H -1.41 -1.01 -0.64  no bonds
13 H -4.65 0.07 -0.12  O15 0.965
14 H -3.14 -0.01 -0.24  O15 0.970
15 O -3.85 0.59 0.04  H13 0.965, H14 0.970

Its net charge is 0. Its spin multiplicity is 2. Its LUMO energy (alpha / beta) is 1.244 / -1.856 eV. The orbital gap (alpha / beta) comes out at 9.48 / 6.38 eV. The HOMO energy (alpha / beta) is -8.235 / -8.236 eV.

Run x
A 2-piece molecular cluster, C3H10NO overall, computed with the ωB97M-V functional and the def2-TZVPD basis.

Last columns: bonded neighbours and bond lengths (Å).
Geometry (Å):
1 C 0.87 -1.49 2.39  C2 1.466, H5 1.100, H6 1.142, H7 1.109
2 C 0.86 -1.16 0.96  C1 1.466, C3 1.392, H8 1.097
3 C -0.27 -0.68 0.30  C2 1.392, N4 1.483, H9 1.083
4 N -0.13 0.00 -1.00  C3 1.483, H10 1.031, H11 1.041, H12 1.024
5 H 1.89 -1.78 2.66  C1 1.100
6 H 0.81 -0.72 3.23  C1 1.142
7 H 0.22 -2.34 2.70  C1 1.109
8 H 1.86 -0.91 0.58  C2 1.097
9 H -1.26 -0.52 0.72  C3 1.083
10 H -0.50 -0.39 -1.88  N4 1.031
11 H -0.43 1.00 -1.00  N4 1.041
12 H 0.86 0.10 -1.27  N4 1.024
13 H -0.86 3.42 -2.16  O15 0.960
14 H -1.97 2.35 -2.32  O15 0.967
15 O -1.06 2.49 -2.01  H13 0.960, H14 0.967

Its net charge is 0. Its spin multiplicity is 2. Its LUMO energy (alpha / beta) is 0.024 / -0.016 eV. The orbital gap (alpha / beta) comes out at 3.40 / 7.23 eV. The HOMO energy (alpha / beta) is -3.374 / -7.244 eV.

Q: Which of them is the most stable? A: run w.

Run w
An isolated ion of composition C3H9N4 and charge +1, computed with the ωB97M-V functional and the def2-TZVPD basis.

Last columns: bonded neighbours and bond lengths (Å).
Geometry (Å):
1 C 1.44 0.11 -0.04  C2 1.713, N4 1.285, N6 1.266
2 C -0.06 0.77 0.48  C1 1.713, N5 1.347, H8 1.161, H9 1.076
3 C -2.20 0.20 -0.36  N5 1.473, H10 1.054, H11 1.136, H12 1.119
4 N 1.24 -1.15 -0.16  C1 1.285, N7 1.340
5 N -1.14 -0.01 0.65  C2 1.347, C3 1.473
6 N 2.52 0.77 -0.08  C1 1.266, H13 1.101, H14 1.075
7 N 0.07 -1.76 0.12  N4 1.340, H15 1.001, H16 1.013
8 H 0.32 1.11 1.53  C2 1.161
9 H -0.14 1.60 -0.21  C2 1.076
10 H -2.75 1.04 -0.04  C3 1.054
11 H -1.96 0.25 -1.47  C3 1.136
12 H -2.99 -0.58 -0.32  C3 1.119
13 H 2.74 1.79 0.26  N6 1.101
14 H 3.32 0.22 -0.55  N6 1.075
15 H -0.49 -1.94 -0.69  N7 1.001
16 H 0.09 -2.43 0.88  N7 1.013

Its net charge is +1. Its spin multiplicity is 1. Its LUMO energy (alpha / beta) is -5.516 / -5.522 eV. The orbital gap (alpha / beta) comes out at 8.52 / 8.51 eV. The HOMO energy (alpha / beta) is -14.032 / -14.034 eV.

Run x
A 3-piece molecular cluster, C3H9N4 overall, computed with the ωB97M-V functional and the def2-TZVPD basis.

Last columns: bonded neighbours and bond lengths (Å).
Geometry (Å):
1 C 2.56 0.42 0.24  N4 1.216, H8 1.147, H9 1.107
2 C 2.96 -2.26 -1.80  N5 1.154, H10 1.127
3 C -0.95 0.67 -0.33  N7 1.387, H12 1.174, H13 1.055, H14 1.168
4 N 1.36 0.58 0.07  C1 1.216, N7 1.164
5 N 2.29 -1.34 -1.60  C2 1.154
6 N -3.37 0.51 1.39  H11 1.065, H15 1.029, H16 1.040
7 N 0.25 0.75 0.37  C3 1.387, N4 1.164
8 H 3.53 0.99 0.03  C1 1.147
9 H 2.95 -0.58 0.51  C1 1.107
10 H 3.64 -3.15 -1.88  C2 1.127
11 H -3.78 1.38 1.84  N6 1.065
12 H -1.86 0.53 0.39  C3 1.174
13 H -1.09 1.65 -0.70  C3 1.055
14 H -0.84 -0.19 -1.12  C3 1.168
15 H -3.58 -0.32 1.97  N6 1.029
16 H -4.07 0.37 0.63  N6 1.040

Its net charge is +1. Its spin multiplicity is 1. Its LUMO energy is -4.637 eV. The orbital gap comes out at 9.00 eV. The HOMO energy is -13.636 eV.

Run y
An isolated ion of composition C3H9N4 and charge +1, computed with the ωB97M-V functional and the def2-TZVPD basis.

Last columns: bonded neighbours and bond lengths (Å).
Geometry (Å):
1 N -0.37 -0.88 2.04  N2 1.389, H8 1.011, H9 1.038
2 N -0.37 -0.39 0.74  N1 1.389, C3 1.435, N7 1.685
3 C 0.17 -1.34 -0.19  N2 1.435, N4 1.438, H10 1.152, H11 1.140
4 N 0.06 -0.94 -1.56  C3 1.438, C5 1.268
5 C 0.00 0.28 -1.90  N4 1.268, C6 1.506, H12 1.033
6 C -0.30 1.45 -1.00  C5 1.506, N7 1.597, H13 1.115, H14 1.104
7 N 0.44 1.03 0.34  N2 1.685, C6 1.597, H15 0.976, H16 1.099
8 H 0.47 -1.34 2.36  N1 1.011
9 H -0.92 -0.51 2.84  N1 1.038
10 H -0.53 -2.22 0.06  C3 1.152
11 H 1.26 -1.68 -0.13  C3 1.140
12 H -0.32 0.37 -2.88  C5 1.033
13 H 0.24 2.37 -1.33  C6 1.115
14 H -1.37 1.33 -0.76  C6 1.104
15 H 1.38 0.81 0.18  N7 0.976
16 H 0.15 1.66 1.19  N7 1.099

Its net charge is +1. Its spin multiplicity is 1. Its LUMO energy is -3.636 eV. The orbital gap comes out at 10.50 eV. Its structure (SMILES) is NN1CN=CC[NH2+]1. The HOMO energy is -14.139 eV.

Q: Which of them is the most stable? A: run y.